A structure of composition C22H37ClN6O2Ru, computed with the ωB97M-V functional and the def2-TZVPD basis.

Values from the calculation:
Charge: +1
Spin multiplicity: 6
Orbital gap (spin up / spin down) (eV): 7.20 / 7.68

```
69
Properties=species:S:1:pos:R:3:forces:R:3:mulliken_spin:R:1
Ru 0.132 -3.344 0.371 -1.050 2.188 -3.755 3.535
C 1.636 -3.876 2.894 -0.095 -0.398 0.497 -0.013
C 2.683 -3.550 1.819 0.231 0.050 -0.105 -0.033
N 2.294 -3.947 0.467 -0.816 -0.593 0.185 0.140
C 1.960 -5.379 0.195 0.343 0.107 -0.079 -0.013
C 0.630 -6.027 0.729 -0.035 -0.538 0.391 0.030
N -0.700 -5.410 0.507 1.061 0.402 0.154 0.158
C -1.570 -5.169 1.666 0.038 -0.221 -0.120 -0.034
C -0.815 -4.571 2.873 0.237 -0.236 0.619 -0.006
N 0.214 -3.524 2.630 0.205 -0.488 -0.869 0.031
H 1.964 -3.394 3.817 0.045 -0.058 0.006 -0.003
H 1.666 -4.951 3.075 0.025 0.082 0.136 -0.002
H 3.620 -4.035 2.115 -0.032 -0.013 0.187 0.008
H 2.874 -2.475 1.804 -0.023 -0.016 -0.087 0.015
H 2.888 -3.587 -0.273 -0.079 0.009 0.280 -0.010
H 2.767 -5.990 0.613 -0.139 -0.268 -0.027 0.005
H 1.985 -5.495 -0.888 -0.018 0.097 0.030 -0.003
H 0.731 -6.176 1.801 0.010 -0.130 -0.064 0.000
H 0.621 -7.028 0.293 0.159 -0.005 0.005 0.002
H -1.138 -5.697 -0.357 -0.192 0.021 0.183 -0.021
H -2.048 -6.088 2.016 -0.027 0.004 0.101 0.015
H -2.370 -4.498 1.344 0.056 0.009 -0.067 0.001
H -0.326 -5.393 3.401 -0.096 0.083 0.134 -0.002
H -1.570 -4.170 3.550 0.012 -0.054 0.011 -0.005
H -0.040 -2.651 3.052 -0.073 0.239 0.246 0.004
C 0.957 2.923 0.030 0.025 0.031 0.055 0.001
C -0.316 3.207 0.829 -0.209 0.045 -0.069 -0.003
C -0.140 4.548 1.573 0.040 -0.149 0.021 0.000
C -0.473 2.127 1.918 0.074 0.073 0.040 0.006
C -1.578 3.266 -0.110 0.120 -0.192 -0.241 -0.001
O -2.759 3.362 0.684 0.065 0.212 0.027 0.000
C -1.530 4.475 -1.121 -0.091 -0.082 0.230 0.000
C -1.486 4.254 -2.648 -0.086 -0.091 0.032 0.000
C -0.155 3.813 -3.205 0.213 0.034 -0.043 0.001
C 0.972 4.628 -3.071 -0.049 -0.006 -0.026 -0.001
C 2.210 4.238 -3.557 -0.079 -0.081 -0.022 0.000
C 2.327 3.010 -4.194 0.045 -0.005 -0.009 0.000
Cl 3.878 2.504 -4.793 -0.049 0.014 0.020 0.000
C 1.226 2.189 -4.370 -0.006 0.100 0.056 0.000
C -0.007 2.604 -3.877 -0.029 -0.017 0.015 -0.001
C -1.812 1.990 -0.944 0.063 0.181 0.157 0.002
N -1.823 0.724 -0.227 0.012 -0.318 -0.187 -0.006
C -0.927 -0.262 -0.335 -0.132 0.111 -0.209 -0.036
N -1.285 -1.281 0.424 0.031 -0.113 0.285 0.055
C -2.454 -0.851 0.977 -0.044 0.141 0.075 -0.007
N -2.817 0.356 0.605 0.161 -0.258 -0.037 0.007
H 1.802 2.853 0.719 0.002 0.007 -0.051 0.000
H 1.179 3.707 -0.693 -0.007 -0.006 0.030 0.000
H 0.902 1.979 -0.519 0.012 0.007 0.029 -0.001
H 0.680 4.439 2.287 -0.031 0.047 -0.042 0.000
H -1.020 4.828 2.157 -0.003 -0.050 -0.006 0.000
H 0.113 5.381 0.921 -0.001 0.000 -0.060 0.000
H 0.310 2.284 2.664 -0.048 -0.038 0.027 0.000
H -0.355 1.115 1.533 0.077 0.127 0.119 0.001
H -1.444 2.192 2.409 0.037 0.015 0.004 0.000
H -2.711 4.166 1.218 -0.024 -0.125 -0.101 0.000
H -0.693 5.123 -0.874 0.032 0.041 0.051 0.000
H -2.438 5.044 -0.906 0.084 0.001 -0.044 0.000
H -1.749 5.217 -3.096 0.036 -0.022 -0.003 0.000
H -2.261 3.561 -2.980 -0.022 0.029 0.029 0.000
H 0.881 5.591 -2.579 0.008 -0.031 -0.023 0.000
H 3.080 4.873 -3.451 -0.040 -0.003 0.006 0.000
H 1.333 1.248 -4.892 -0.022 0.024 0.016 0.000
H -0.874 1.969 -4.033 0.036 0.019 -0.001 0.000
H -1.041 1.884 -1.702 -0.030 0.062 -0.010 -0.001
H -2.782 2.093 -1.430 0.027 -0.036 0.020 -0.001
H -0.056 -0.230 -0.971 -0.041 0.053 -0.016 0.016
H -3.054 -1.442 1.650 0.012 0.021 0.000 0.000
O 0.107 -3.276 -1.537 0.082 -0.045 1.862 1.168
```
Positions in Å, forces in eV/Å.

A structure of composition C22H37ErO3Si, computed with the ωB97M-V functional and the def2-TZVPD basis.

Values from the calculation:
Charge: 0
Spin multiplicity: 4
Orbital gap (spin up / spin down) (eV): 4.56 / 4.36

```
64
Properties=species:S:1:pos:R:3:forces:R:3:mulliken_spin:R:1
O 1.275 0.260 -1.582 1.999 -0.583 -0.137 0.042
C 0.938 -1.067 -1.992 -0.669 -0.713 -0.102 0.032
C 2.235 -1.285 -2.782 0.354 1.416 1.089 0.002
H 0.039 -0.741 -2.474 -0.019 -1.339 -1.642 -0.004
H 0.610 -1.892 -1.299 0.626 1.123 -0.083 -0.009
C 2.223 0.289 -2.801 -1.457 1.022 0.416 -0.003
H 2.120 -1.891 -3.666 0.377 0.128 -0.543 0.001
H 3.170 -1.540 -2.169 -1.734 -0.254 -0.593 0.000
C 1.364 0.939 -3.902 -0.846 0.418 -0.322 0.043
H 0.290 0.607 -3.908 1.024 -0.014 0.281 -0.014
H 1.698 0.747 -4.938 0.329 0.235 0.513 0.003
H 1.283 2.033 -3.700 0.318 -0.726 -0.299 -0.007
C 3.418 1.167 -2.404 0.778 -1.521 -0.567 0.005
H 4.126 0.574 -1.790 -0.437 0.396 -0.071 0.001
H 3.049 2.010 -1.841 -0.021 0.174 0.106 -0.008
H 4.012 1.511 -3.272 -0.502 -0.086 0.206 -0.001
Er -0.062 -0.494 0.566 -0.900 0.760 -1.103 1.985
C 1.999 -0.603 2.017 0.572 -1.344 0.517 -0.012
C 1.203 -1.663 2.562 0.774 0.070 -0.250 -0.001
C 1.049 -2.669 1.563 0.759 -0.113 0.312 0.002
H 0.992 -1.789 3.620 -0.457 0.140 -0.427 0.002
C 1.827 -2.272 0.443 0.436 0.045 0.546 -0.016
C 2.364 -0.973 0.702 1.019 -0.904 0.732 -0.021
H 3.041 -0.396 0.080 -0.299 -0.205 0.054 0.005
H 2.394 0.265 2.550 -0.434 -0.284 -0.219 0.001
H 0.578 -3.654 1.687 0.181 0.608 -0.015 0.000
H 2.060 -2.905 -0.411 -0.185 0.245 0.204 0.002
C -0.106 2.171 1.369 -0.233 0.584 -1.313 0.241
C 1.096 2.064 0.454 -0.110 0.408 0.276 0.093
C 0.751 2.760 -0.730 -0.565 0.227 0.527 0.183
H 2.100 1.870 0.866 -0.545 0.410 -0.410 -0.030
C -0.665 2.973 -0.786 0.598 0.210 -0.091 0.012
C -1.238 2.533 0.407 0.161 -0.794 0.642 0.274
H -2.247 2.620 0.813 0.207 0.198 -0.475 0.000
H 0.084 3.015 2.048 -0.321 -0.325 0.305 0.120
H 1.420 3.178 -1.489 -0.201 -0.501 0.290 -0.017
H -1.156 3.435 -1.663 0.169 -0.373 0.772 0.019
O -2.401 -1.730 -1.383 -0.571 -0.409 -2.087 0.000
C -1.844 -1.968 -2.740 0.580 0.133 0.387 0.006
C -2.828 -2.674 -3.640 -0.838 -0.178 0.482 -0.001
H -0.942 -2.586 -2.606 -0.335 0.320 -0.065 -0.001
H -1.571 -1.025 -3.257 -0.129 -0.303 0.867 -0.002
C -4.013 -3.026 -2.736 -0.098 -0.305 0.799 -0.001
H -2.428 -3.594 -4.070 0.133 0.338 -0.173 0.000
H -3.180 -1.995 -4.409 0.177 -0.111 -0.307 0.000
C -3.699 -2.400 -1.344 0.217 -0.752 0.590 -0.001
H -4.051 -4.125 -2.599 -0.351 0.620 -0.208 0.000
H -4.954 -2.646 -3.163 0.286 -0.329 0.335 0.000
H -3.615 -3.206 -0.582 0.009 0.368 -0.425 0.001
H -4.497 -1.748 -0.971 0.406 0.320 -0.307 0.001
C -0.535 -0.059 5.018 -0.110 -0.402 0.371 0.003
Si -0.622 1.403 3.895 0.703 0.356 -1.352 0.018
C -2.291 2.208 4.124 -0.105 0.062 0.057 -0.001
C 0.789 2.577 4.329 -0.099 0.102 0.445 0.008
O -0.404 0.947 2.229 -0.576 1.655 1.832 0.049
H -0.789 0.255 6.053 0.019 -0.126 -0.568 0.000
H 0.476 -0.489 5.053 -0.396 0.053 -0.034 0.000
H -1.268 -0.818 4.689 0.391 0.106 0.276 0.000
H -2.443 2.266 5.223 -0.143 0.125 -0.580 0.000
H -2.349 3.218 3.680 -0.011 -0.457 0.243 0.002
H -3.085 1.577 3.681 0.305 0.315 0.265 -0.001
H 1.788 2.122 4.191 -0.493 0.145 0.031 0.000
H 0.759 3.532 3.777 0.046 -0.412 0.385 -0.004
H 0.661 2.796 5.408 0.234 0.030 -0.387 0.001
```
Positions in Å, forces in eV/Å.

Largest force on an atom across the listed records, respectively: 0.0870; 0.0493 hartree/bohr.
Relative energy (zero: lowest compared OMol25 entry of this formula, charge and spin) across the listed records, respectively: 142.9; 0.0 kJ/mol.